Computed, not measured: the molecule C5H8O2, with wB97M-V/def2-TZVPD.

* SMILES string: O=C1CC[C@@H]1CO
* orbital gap: 0.381 hartree
* energy relative to the best compared isomer or geometry (same formula, charge and spin): 1.2073 eV
* maximum force: 0.6 eV/Å

```
! wB97M-V def2-TZVPD RIJCOSX def2/J DEFGRID3
* xyz 0 1
O 0.539 2.475 -0.520
C 0.438 1.439 0.080
C 1.097 0.878 1.343
C 0.389 -0.469 1.050
C -0.392 0.166 -0.127
C -0.377 -0.585 -1.442
O -1.201 -1.719 -1.233
H 2.191 0.878 1.306
H 0.781 1.385 2.261
H -0.228 -0.876 1.852
H 1.079 -1.248 0.711
H -1.439 0.373 0.130
H -0.752 0.048 -2.260
H 0.653 -0.884 -1.693
H -1.059 -2.348 -1.948
*
```

Computed, not measured: a structure of composition C4H36BN3NbO11, with wB97M-V/def2-TZVPD.

* orbital gap: 0.237 hartree
* energy relative to the best compared isomer or geometry (same formula, charge and spin): 0.0000 eV
* maximum force: 2.4 eV/Å

```
! wB97M-V def2-TZVPD RIJCOSX def2/J DEFGRID3
* xyz -1 1
C -1.798 3.742 1.005
C -2.751 3.319 -0.123
O -3.236 1.986 0.095
B -2.722 1.000 -0.752
O -3.728 0.149 -1.277
Nb -0.481 0.605 -1.317
C -0.489 -1.197 0.085
C 0.745 -1.351 1.042
N 0.380 -1.309 2.450
N 1.351 -2.694 0.792
N 1.835 -0.423 0.828
H -2.263 4.393 1.740
H -1.490 2.841 1.520
H -0.896 4.168 0.576
H -2.289 3.392 -1.099
H -3.626 3.963 -0.095
H -3.831 -0.639 -0.723
H 0.173 1.720 -0.016
H 1.208 0.218 -1.942
H -1.126 -0.504 -2.651
H -0.574 1.962 -2.515
H -1.390 -1.116 0.704
H -0.616 -2.131 -0.454
H -0.593 -1.080 2.589
H 0.590 -2.180 2.913
H 1.603 -2.662 -0.195
H 0.592 -3.366 0.857
H 1.607 0.526 1.079
H 2.249 -0.495 -0.092
O 3.185 -5.330 -0.117
H 2.629 -4.659 0.297
H 2.572 -5.804 -0.692
O 0.161 3.089 -4.398
H 0.085 4.042 -4.520
H 0.859 2.825 -5.006
O 0.996 -5.830 -2.239
H 0.206 -5.553 -2.725
H 1.274 -6.640 -2.678
O 4.489 -1.419 0.204
H 3.728 -1.426 0.810
H 4.847 -2.312 0.259
O 1.466 5.019 -0.860
H 1.859 5.898 -0.814
H 2.164 4.431 -0.547
O -1.519 -4.500 -3.295
H -1.447 -3.626 -2.890
H -2.338 -4.459 -3.799
O 1.505 5.592 -3.927
H 2.210 6.222 -3.750
H 1.347 5.162 -3.070
O -0.760 -1.269 5.246
H -0.065 -0.627 5.421
H -0.948 -1.654 6.107
O -2.077 -0.314 7.351
H -2.035 0.558 7.757
H -2.853 -0.279 6.781
*
```

Computed, not measured: a cluster of 2 separate species, C2H3N3OS in total, with wB97M-V/def2-TZVPD.

* orbital gap: 0.326 hartree
* energy relative to the best compared isomer or geometry (same formula, charge and spin): 3.0454 eV
* maximum force: 3.0 eV/Å

```
! wB97M-V def2-TZVPD RIJCOSX def2/J DEFGRID3
* xyz 0 1
C 0.775 0.680 0.013
C -0.117 -1.827 0.293
N -1.325 1.775 0.124
N -0.184 1.351 0.052
N -1.217 -1.411 0.174
O 0.932 -2.317 0.164
S 2.459 0.470 0.081
H -1.806 2.432 -0.554
H 2.398 -0.241 -1.090
H -1.915 -0.913 0.744
*
```

Computed, not measured: the ion C3H5N3O2S with charge +2, with wB97M-V/def2-TZVPD.

* orbital gap (alpha / beta): 0.191 / 0.191 hartree
* energy relative to the best compared isomer or geometry (same formula, charge and spin): 3.7812 eV
* maximum force: 4.4 eV/Å

```
! wB97M-V def2-TZVPD RIJCOSX def2/J DEFGRID3
* xyz 2 1
C 1.025 1.216 -1.485
C -0.074 -0.574 -0.066
C -0.841 0.233 0.765
N 0.615 -0.055 -1.123
N 1.095 2.312 -0.895
N -0.156 -1.892 0.060
O -1.376 1.134 3.184
O -1.553 -1.353 2.607
S -1.272 0.005 2.371
H 1.478 1.391 -2.543
H 0.852 -0.754 -1.878
H 0.932 3.306 -0.933
H -0.716 -2.429 0.693
H -0.009 -2.540 -0.756
*
```

Computed, not measured: the molecule C6H6O, with wB97M-V/def2-TZVPD.

* SMILES string: C#CC(C#C)CO
* orbital gap: 0.405 hartree
* energy relative to the best compared isomer or geometry (same formula, charge and spin): 3.9819 eV
* maximum force: 0.6 eV/Å

```
! wB97M-V def2-TZVPD RIJCOSX def2/J DEFGRID3
* xyz 0 1
C 0.222 2.419 -0.266
C -0.036 1.242 -0.270
C -0.365 -0.185 -0.131
C 0.132 -0.978 -1.266
C 0.595 -1.645 -2.154
C 0.237 -0.742 1.204
O 0.299 0.215 2.223
H 0.431 3.466 -0.268
H -1.459 -0.268 -0.088
H 1.010 -2.227 -2.947
H 1.223 -1.173 0.979
H -0.414 -1.541 1.567
H 0.834 0.952 1.894
*
```

Computed, not measured: the ion CH3FIO4S3 with charge +1, with wB97M-V/def2-TZVPD.

* orbital gap: 0.284 hartree
* maximum force: 8.7 eV/Å

```
! wB97M-V def2-TZVPD RIJCOSX def2/J DEFGRID3
* xyz 1 1
C 2.117 -0.647 -0.253
S 1.001 0.581 0.531
O 0.446 -0.003 1.769
O 1.617 1.914 0.684
S -0.699 0.752 -0.818
I -1.290 3.098 -0.691
S -2.276 -0.481 -0.109
O -2.979 -0.960 -1.326
O -3.219 0.233 0.778
F -1.702 -1.815 0.644
H 2.770 -0.170 -1.031
H 2.728 -1.082 0.582
H 1.486 -1.421 -0.762
*
```

Computed, not measured: the molecule C3H5N3S2, with wB97M-V/def2-TZVPD.

* SMILES string: C=N/N=C/N(S)C=S
* orbital gap: 0.285 hartree
* energy relative to the best compared isomer or geometry (same formula, charge and spin): 4.3044 eV
* maximum force: 7.0 eV/Å

```
! wB97M-V def2-TZVPD RIJCOSX def2/J DEFGRID3
* xyz 0 1
C 3.127 -0.477 -0.201
N 2.174 0.315 -0.026
N 0.967 -0.258 0.275
C 0.050 0.729 0.068
N -1.253 0.425 -0.109
S -2.185 1.885 -0.063
C -2.025 -0.809 -0.109
S -3.608 -1.010 -0.023
H 2.769 -1.564 0.218
H 4.131 -0.222 -0.396
H 0.536 1.687 0.152
H -3.224 0.934 0.411
H -1.461 -1.634 -0.198
*
```